No. 1
Density functional theory data (wB97M-V/def2-TZVPD) for the molecule C2H5O8PS in a non-equilibrium geometry.

XYZ file:
```
17
Properties=species:S:1:pos:R:3:lowdin_charge:R:1
C 1.279 0.525 0.189 -0.3098
O 1.622 -2.094 -2.700 -0.1929
O -0.991 1.734 3.170 -0.3673
H -1.999 1.801 -0.396 0.1139
S -0.500 1.800 1.671 0.8155
O 1.867 -0.832 -0.061 -0.1430
O 0.639 -3.339 -0.362 -0.1699
H -1.897 0.047 0.478 0.0814
H -2.933 1.552 1.223 0.1130
O -0.521 -1.061 -1.471 -0.3330
H 1.545 -3.595 0.025 0.1042
O -0.275 3.300 1.368 -0.3412
P 0.859 -1.759 -1.137 0.7655
C -1.953 1.206 0.636 -0.1365
H 1.163 -1.478 -3.356 0.1023
O 0.893 0.823 1.577 -0.1526
O 1.200 1.369 -0.853 0.0505
```

Calculated values
* SMILES: CS(=O)(=O)OC(=O)OP(=O)(O)O

=====

No. 2
Density functional theory data (wB97M-V/def2-TZVPD) for a cluster of 8 separate species, H16O8 in total in a non-equilibrium geometry.

XYZ file:
```
24
Properties=species:S:1:pos:R:3:lowdin_charge:R:1
H -0.985 2.749 -0.227 0.0470
H -0.987 -4.143 -3.010 0.0276
H 1.705 4.122 -0.809 0.0491
H 1.728 2.888 -1.786 -0.0382
H -3.956 -0.671 -0.346 0.0101
O -0.576 1.893 -0.228 -0.0605
H -3.899 -1.850 0.679 0.0651
O -1.334 -3.339 -2.648 0.0067
H 2.982 -1.235 -1.720 -0.0059
H 1.791 1.185 3.000 0.0622
H -0.931 0.840 3.028 0.0086
O 3.700 -1.385 -1.151 -0.0436
O -3.488 -1.474 -0.152 -0.0701
H 2.341 -0.031 3.613 -0.0121
O 1.639 0.221 3.091 -0.0216
O 0.161 -0.319 -0.437 -0.0497
H -1.163 1.320 -0.737 0.0594
H -1.803 -0.449 3.435 0.0592
H 4.542 -1.190 -1.592 0.0409
O 2.159 3.630 -1.516 -0.0213
O -1.715 0.320 2.823 -0.0775
H 0.083 -0.066 0.511 0.0498
H 0.200 0.423 -0.968 -0.0474
H -2.194 -3.439 -2.852 -0.0378
```

Calculated values
* SMILES: O.O.O.O.O.O.O.O
* energy relative to the best compared isomer or geometry (same formula, charge and spin): 388.0 kJ/mol

=====

No. 3
Density functional theory data (wB97M-V/def2-TZVPD) for a structure of composition C2H2N2O2 in a non-equilibrium geometry.

XYZ file:
```
8
Properties=species:S:1:pos:R:3:lowdin_charge:R:1
H 0.659 -0.459 -2.307 0.1434
H 0.059 0.523 2.306 0.1384
N 0.093 -1.140 -0.334 0.1755
O 0.247 -0.281 1.799 0.1521
C 0.274 -0.313 -1.297 -0.1893
C -0.313 -0.174 0.616 -0.5126
O -0.070 0.958 -0.982 -0.0518
N -0.950 0.886 0.197 0.1442
```

Calculated values
* energy relative to the best compared isomer or geometry (same formula, charge and spin): 338.2 kJ/mol

=====

No. 4
Density functional theory data (wB97M-V/def2-TZVPD) for the molecule C7H10 in a non-equilibrium geometry.

XYZ file:
```
17
Properties=species:S:1:pos:R:3:lowdin_charge:R:1
H 2.310 -0.474 1.389 0.1055
C 1.171 1.465 -0.734 -0.0362
H 0.916 -0.766 2.700 0.0825
H 1.801 1.768 0.089 0.0698
C 1.342 -0.976 1.719 -0.0489
C -1.063 0.059 -0.710 -0.3118
H 0.503 2.336 -1.003 0.1036
H -1.843 -0.750 1.199 0.1019
C -1.946 0.424 -1.621 0.0440
C 0.244 0.423 -0.245 -0.2312
C 0.281 -0.516 0.802 -0.1931
H -1.764 1.204 -2.363 0.0542
H -2.822 -0.197 -1.846 0.0608
H -1.240 -2.240 0.193 0.1393
C -1.154 -1.069 0.375 -0.0666
H 1.856 1.358 -1.508 0.0501
H 1.409 -2.049 1.565 0.0761
```

Calculated values
* SMILES: C=C1CC(C)=C1C
* energy relative to the best compared isomer or geometry (same formula, charge and spin): 251.4 kJ/mol

=====

| no. | electronic energy (eV) | highest occupied orbital energy (eV) |
| --- | --- | --- |
| 1 | -38655.98451 | -10.797 |
| 2 | -16637.98965 | -10.445 |
| 3 | -9178.28160 | -9.879 |
| 4 | -7418.42926 | -8.049 |